Record 1
The following is a DFT calculation (ωB97M-V with the def2-TZVPD basis set) of 20 unconnected molecules or ions with the total composition C13H56O23.

Output
- orbital gap (eV) = 8.52
- molecular weight (Da) = 580.568
- E_HOMO (eV) = -8.84

Element x y z (Å)
O1 -5.7027 5.9464 2.5136
O2 6.1785 -3.1045 -0.1383
O3 3.3162 2.7932 -1.9416
O4 -1.7773 2.3923 4.6709
O5 -3.3397 -3.2136 -4.5257
O6 -5.3623 3.8165 -0.0365
O7 1.9892 -2.1193 -3.6972
O8 -4.1727 1.3654 3.5104
O9 -0.7784 3.5499 0.7084
O10 2.0763 -2.1823 0.0532
O11 1.3187 4.9361 -0.5335
O12 -1.5715 -0.9561 1.5688
O13 -3.4226 4.1248 2.0521
O14 -5.7766 -2.8797 -3.1596
O15 3.1514 3.9294 1.6857
O16 0.5850 -0.1388 -1.0057
O17 6.1703 -5.3963 -1.9650
O18 -0.5151 -2.3358 -4.8892
O19 -3.3031 1.3610 -1.4831
O20 -0.0872 -4.4580 -1.9311
O21 -2.3066 0.2322 -4.4441
O22 0.7102 -1.2280 5.2331
O23 0.8299 -4.9256 1.3394
C1 0.5220 -0.3246 0.3923
C2 -1.3562 -1.0873 2.9670
C3 -0.2296 2.4826 0.9119
C4 -0.8737 0.0862 0.9304
C5 3.2004 -1.3886 0.1626
C6 3.9394 -1.2546 1.3274
C7 -0.8278 1.3921 1.7332
C8 0.9324 -1.7419 0.7627
C9 -0.2204 -1.0624 -1.7287
C10 3.5761 -0.7143 -0.9886
C11 5.0798 -0.4588 1.3043
C12 5.4815 0.1990 0.1490
C13 4.7155 0.0784 -1.0094
H1 -4.0700 3.9888 1.3393
H2 -4.4509 2.1543 3.0353
H3 -0.0074 -4.6982 -0.9991
H4 -5.5232 6.2871 3.3940
H5 5.3471 -3.4759 0.1769
H6 -2.1109 -0.5539 3.5452
H7 -3.6621 -2.4323 -4.9863
H8 -1.4548 -2.1465 3.1982
H9 3.2585 4.5137 0.9274
H10 6.3716 -5.1836 -2.8800
H11 -0.6149 -0.5571 -2.6049
H12 2.8777 3.5226 -1.4877
H13 6.1597 -4.5404 -1.5077
H14 -5.4424 -2.8321 -2.2571
H15 -4.0898 1.8874 -1.6611
H16 -0.8106 -1.5601 -5.3727
H17 1.4468 -4.3619 0.8501
H18 6.3845 0.7901 0.1788
H19 1.1147 5.6930 -1.0900
H20 -1.4461 0.3161 0.0338
H21 1.1092 -1.7768 1.8424
H22 2.2141 3.7231 1.6718
H23 1.6903 -1.6092 -4.4517
H24 0.2361 -0.4862 5.6228
H25 -1.4650 0.6341 -4.6832
H26 -1.8487 1.7021 1.9483
H27 -5.5862 4.5933 -0.5615
H28 -0.2101 1.3319 2.6306
H29 -2.6474 4.4761 1.5966
H30 -5.1534 5.1525 2.4449
H31 0.7707 2.3197 0.4783
H32 -0.3524 -0.8176 3.2670
H33 2.9622 -0.8154 -1.8712
H34 -0.9718 -4.0868 -2.0055
H35 1.6537 -3.0028 -3.8771
H36 -3.7499 1.7105 4.3071
H37 -2.6650 2.0004 -1.1486
H38 -1.0666 -1.4400 -1.1488
H39 0.3614 -1.9166 -2.0647
H40 5.9056 -2.3118 -0.6192
H41 -2.0614 3.1796 4.1878
H42 -4.1259 -3.5633 -4.0835
H43 1.2573 0.3593 0.8176
H44 0.4523 4.5505 -0.3025
H45 3.5204 2.1593 -1.2446
H46 -6.7169 -3.0605 -3.0635
H47 4.9838 0.5787 -1.9282
H48 -6.2164 3.4295 0.1865
H49 5.6750 -0.3723 2.2014
H50 0.1395 -2.4589 0.5847
H51 3.6429 -1.7574 2.2381
H52 0.7927 -1.8626 5.9521
H53 -2.5256 0.6398 -3.5974
H54 -1.3624 2.7352 5.4698
H55 -1.3277 -2.6766 -4.4905
H56 1.2589 -5.7870 1.3622

Just the Löwdin charges please, in e? Sure, here they are:
1. O -0.068
2. O -0.039
3. O -0.057
4. O -0.048
5. O -0.060
6. O -0.033
7. O -0.059
8. O -0.059
9. O 0.029
10. O -0.046
11. O -0.056
12. O -0.126
13. O -0.066
14. O -0.047
15. O -0.054
16. O -0.124
17. O -0.075
18. O -0.052
19. O -0.038
20. O -0.042
21. O -0.056
22. O -0.051
23. O -0.049
24. C -0.267
25. C -0.086
26. C -0.198
27. C -0.278
28. C -0.286
29. C -0.015
30. C -0.078
31. C -0.133
32. C -0.075
33. C 0.000
34. C -0.084
35. C -0.089
36. C -0.091
37. H -0.001
38. H 0.007
39. H 0.014
40. H 0.034
41. H 0.051
42. H 0.085
43. H 0.041
44. H 0.100
45. H 0.020
46. H 0.027
47. H 0.074
48. H -0.007
49. H -0.016
50. H 0.056
51. H 0.035
52. H 0.024
53. H 0.019
54. H 0.106
55. H 0.052
56. H 0.132
57. H 0.132
58. H -0.003
59. H 0.027
60. H 0.039
61. H 0.041
62. H 0.116
63. H 0.070
64. H 0.132
65. H 0.037
66. H -0.018
67. H 0.130
68. H 0.052
69. H 0.108
70. H 0.035
71. H 0.033
72. H 0.009
73. H 0.034
74. H 0.101
75. H 0.057
76. H 0.032
77. H 0.039
78. H 0.010
79. H 0.143
80. H 0.006
81. H 0.000
82. H 0.052
83. H 0.111
84. H 0.070
85. H 0.107
86. H 0.122
87. H 0.123
88. H 0.045
89. H 0.006
90. H 0.054
91. H 0.008
92. H 0.047

---

Record 2
The following is a DFT calculation (ωB97M-V with the def2-TZVPD basis set) of a molecular structure, C19H23NReSb in a non-equilibrium geometry.

Output
- orbital gap (spin up / spin down) (eV) = 7.31 / 7.01
- molecular weight (Da) = 573.367
- charge = +1
- multiplicity = 4
- ΔE to the lowest compared entry with this formula, charge and spin (kJ/mol) = 176.7
- E_HOMO (spin up / spin down) (eV) = -11.40 / -10.83
- expectation value of S² = 3.80

Element x y z (Å)
Re1 -0.0879 1.2757 -1.2740
Sb1 -2.4065 0.6193 -1.2059
N1 1.6659 0.5511 -2.1307
C1 -2.4397 -1.9308 -2.8495
C2 -3.3724 1.4217 0.5531
C3 -2.7199 2.2546 1.4700
C4 -5.4902 2.9800 -4.0742
C5 -3.2188 -4.1109 -2.1199
C6 -2.8068 -1.3816 -1.6279
C7 -3.7300 3.1021 -2.4929
C8 -2.6851 -3.2895 -3.0909
C9 -5.4107 1.5822 -4.2375
C10 -5.3220 1.3624 1.9781
C11 -4.6954 2.2072 2.8710
C12 -3.4626 -3.5496 -0.8560
C13 -3.2341 -2.2165 -0.5832
C14 -3.3912 2.6488 2.6308
C15 -4.6589 0.9531 0.7999
C16 -3.6558 1.7266 -2.6137
C17 -4.4348 0.9378 -3.4641
C18 -4.7003 3.7993 -3.2396
C19 1.8641 -0.2772 1.6205
H1 1.2782 -0.6658 2.5028
H2 -3.0864 3.6592 -1.7954
H3 -2.8872 3.3092 3.3484
H4 1.3600 0.7683 1.0250
H5 1.5121 -0.9467 0.9329
H6 -3.3573 -5.1695 -2.2902
H7 -3.8514 -4.1929 -0.0685
H8 2.8883 -0.5807 1.6186
H9 -2.4566 -3.6939 -4.0670
H10 -6.0398 0.9797 -4.9164
H11 -3.4590 -1.7923 0.3724
H12 -6.2331 3.4881 -4.6718
H13 -5.2030 2.5008 3.7918
H14 -0.6512 0.1853 0.1425
H15 -1.7338 2.6129 1.2674
H16 -6.3358 1.0042 2.1519
H17 2.5815 0.5814 -1.6439
H18 -4.3126 -0.1491 -3.4887
H19 -5.1440 0.3147 0.0902
H20 1.6398 -0.3775 -2.5825
H21 1.7887 1.2491 -2.8806
H22 -2.0442 -1.3132 -3.6352
H23 -4.7950 4.8924 -3.1415

Just the Löwdin charges please, in e? Sure, here they are:
1. Re 0.673
2. Sb 1.286
3. N -0.107
4. C -0.140
5. C -0.363
6. C -0.134
7. C -0.082
8. C -0.055
9. C -0.391
10. C -0.146
11. C -0.073
12. C -0.061
13. C -0.068
14. C -0.078
15. C -0.066
16. C -0.115
17. C -0.070
18. C -0.124
19. C -0.365
20. C -0.132
21. C -0.055
22. C -0.085
23. H 0.045
24. H 0.099
25. H 0.115
26. H 0.042
27. H -0.078
28. H 0.113
29. H 0.114
30. H 0.005
31. H 0.110
32. H 0.118
33. H 0.091
34. H 0.098
35. H 0.114
36. H -0.028
37. H 0.067
38. H 0.112
39. H 0.089
40. H 0.082
41. H 0.092
42. H 0.083
43. H 0.058
44. H 0.095
45. H 0.116

---

Record 3
The following is a DFT calculation (ωB97M-V with the def2-TZVPD basis set) of C6H11N2OP in the gas phase in a non-equilibrium geometry.

Output
- structure (SMILES) = C=CCN[P@@]1(=O)CCC=N1
- orbital gap (eV) = 9.69
- molecular weight (Da) = 158.141
- ΔE to the lowest compared entry with this formula, charge and spin (kJ/mol) = 0.0
- E_HOMO (eV) = -8.85

Element x y z (Å)
P1 -0.8905 1.0835 -0.2850
O1 -0.4688 2.1669 -1.1621
N1 -2.6735 1.1998 1.0142
N2 0.2636 0.6218 0.7973
C1 3.5795 0.0209 -0.0239
C2 -1.6374 -0.4008 -1.1192
C3 1.5753 1.2544 0.7999
C4 2.4157 0.5948 -0.2513
C5 -3.2617 0.1495 0.7180
C6 -2.8624 -0.8569 -0.3494
H1 -2.6993 -1.8144 0.1512
H2 -3.7189 -0.9728 -1.0145
H3 -1.8891 -0.0503 -2.1204
H4 1.4707 2.3173 0.5609
H5 -0.8817 -1.1813 -1.2044
H6 4.1488 -0.4549 -0.8005
H7 1.9652 0.6057 -1.2358
H8 -0.0234 0.1310 1.6256
H9 2.0270 1.1549 1.7868
H10 4.0167 0.0180 0.9618
H11 -4.1680 -0.1200 1.2605

Just the Löwdin charges please, in e? Sure, here they are:
1. P 0.710
2. O -0.311
3. N 0.015
4. N -0.147
5. C 0.003
6. C -0.247
7. C -0.254
8. C -0.184
9. C -0.355
10. C -0.242
11. H 0.107
12. H 0.106
13. H 0.086
14. H 0.111
15. H 0.085
16. H 0.049
17. H 0.097
18. H 0.100
19. H 0.118
20. H 0.054
21. H 0.097

---

Record 4
The following is a DFT calculation (ωB97M-V with the def2-TZVPD basis set) of 5 unconnected molecules or ions with the total composition C18H29FO4 in a non-equilibrium geometry.

Output
- structure (SMILES) = Fc1ccccc1.CC(C)=O.CC(C)=O.CC(C)=O.CC(C)=O
- orbital gap (eV) = 9.95
- molecular weight (Da) = 328.424
- E_HOMO (eV) = -9.40

Element x y z (Å)
F1 1.7169 1.8468 4.3488
O1 -0.9841 0.4029 1.8698
O2 1.5458 -0.9379 -2.5751
O3 4.1264 -3.4053 -0.2471
O4 -5.6447 -0.3677 -4.6679
C1 -6.8505 0.9580 -3.1029
C2 1.8986 1.8781 2.0026
C3 -0.2297 0.4128 -1.7257
C4 4.2386 -2.7854 -2.5343
C5 -1.2623 0.2898 3.0369
C6 2.2611 2.5669 0.8572
C7 -1.5186 -1.0948 3.6411
C8 2.3478 3.8621 3.3066
C9 2.6922 4.5528 2.1524
C10 0.7877 -0.7089 -1.6608
C11 4.0042 -3.7450 -1.4052
C12 1.9868 2.5329 3.2133
C13 -1.3176 1.4825 3.9605
C14 0.8660 -1.4633 -0.3650
C15 -4.5034 0.0236 -2.6296
C16 2.6024 3.9188 0.9239
C17 3.4645 -5.1114 -1.7360
C18 -5.6511 0.1729 -3.5884
H1 -2.2710 1.5380 4.4813
H2 -4.1412 0.9981 -2.3006
H3 -0.3735 0.8182 -0.7199
H4 -0.1126 -1.4948 0.1155
H5 0.1611 1.1875 -2.3807
H6 1.2834 -2.4577 -0.4921
H7 -2.6013 -1.2265 3.7067
H8 -4.9416 -0.4807 -1.7610
H9 2.4715 -5.2420 -1.2974
H10 1.6308 0.8316 1.9637
H11 -3.7043 -0.5633 -3.0666
H12 -1.0356 -1.1793 4.6084
H13 2.9052 4.4092 0.0073
H14 4.0728 -5.9156 -1.3198
H15 -0.5351 1.3379 4.7081
H16 -7.4481 1.2179 -3.9708
H17 3.0739 5.5604 2.2437
H18 2.1545 2.1178 -0.1222
H19 3.8910 -1.7917 -2.2774
H20 -1.2008 0.0338 -2.0434
H21 -7.3927 0.3468 -2.3809
H22 5.2924 -2.7726 -2.8215
H23 3.6877 -3.1366 -3.4079
H24 -1.1804 -1.7929 2.8788
H25 -1.0390 2.3608 3.3832
H26 1.5101 -0.8809 0.3001
H27 -6.5298 1.8635 -2.5847
H28 2.4579 4.3273 4.2781
H29 3.3378 -5.2955 -2.8032

Just the Löwdin charges please, in e? Sure, here they are:
1. F 0.042
2. O 0.045
3. O 0.059
4. O 0.051
5. O 0.071
6. C -0.024
7. C -0.019
8. C -0.012
9. C -0.024
10. C -0.489
11. C -0.068
12. C -0.007
13. C -0.018
14. C -0.083
15. C -0.489
16. C -0.503
17. C -0.285
18. C -0.018
19. C -0.008
20. C -0.030
21. C -0.090
22. C -0.027
23. C -0.515
24. H 0.088
25. H 0.083
26. H 0.064
27. H 0.070
28. H 0.084
29. H 0.075
30. H 0.087
31. H 0.091
32. H 0.086
33. H 0.101
34. H 0.076
35. H 0.081
36. H 0.102
37. H 0.084
38. H 0.074
39. H 0.082
40. H 0.105
41. H 0.102
42. H 0.067
43. H 0.076
44. H 0.087
45. H 0.091
46. H 0.076
47. H 0.076
48. H 0.084
49. H 0.085
50. H 0.079
51. H 0.118
52. H 0.071